# C7H9N

The molecule C7H9N (ωB97M-V/def2-TZVPD, the OMol25 dataset).

```
17
Properties=species:S:1:pos:R:3:forces:R:3
C 1.547688 -0.864899 1.800832 0.2 -0.1 2.5
H -1.668390 1.530943 -0.417395 -3.5 2.9 1.7
N -1.132322 0.971645 -0.920562 3.9 -3.4 -0.2
H -2.159781 1.087571 -2.828380 1.9 -0.8 1.4
C 1.534645 -1.227762 0.506074 -0.5 -1.3 -2.3
H -0.870210 1.642282 1.676775 0.3 -0.9 0.0
H 0.419324 0.360044 3.169447 -0.5 1.4 7.2
C 0.628374 0.170836 2.266254 1.0 -2.0 -7.1
C -0.199324 0.324749 -0.055810 -3.8 4.6 1.9
C -1.312026 0.488594 -2.248558 -4.0 0.4 -0.7
H 0.645295 -1.145283 -1.580871 -0.4 2.0 3.0
C -0.230443 0.779598 1.407353 0.7 -0.7 -3.3
H 2.201609 -1.441805 2.566605 -1.2 1.2 -1.4
H -0.391222 0.675123 -2.718874 1.1 -0.5 -1.3
C 0.596336 -0.604394 -0.473799 4.7 -5.9 -2.0
H 2.127416 -2.168419 0.170531 -0.9 2.0 0.5
H -1.736967 -0.578825 -2.319620 1.2 1.2 0.2
```
Forces are in eV/Å.

Values from the calculation:
total charge = 0
frontier orbital gap = 8.96 eV
HOMO energy = -7.89 eV
structure (SMILES) = CNc1ccccc1
LUMO = 1.1 eV

Here are the Mulliken charges for atoms 1 to 5, given in e: number 1, C, carries -0.5060; number 2, H, carries 0.1353; number 3, N, carries -0.1836; number 4, H, carries 0.2771; number 5, C, carries -0.3134

# C7H9N

The molecule C7H9N (ωB97M-V/def2-TZVPD, the OMol25 dataset).

```
17
Properties=species:S:1:pos:R:3:forces:R:3
N -3.421825 1.906345 0.266150 -0.7 0.0 0.3
H 1.857577 1.161489 -1.228347 -0.7 0.5 -0.5
H -4.078510 1.784441 -0.485790 -0.2 -0.1 -0.4
H 1.028869 0.193321 -2.670195 0.8 0.8 2.0
C -2.300105 1.441558 0.051362 3.0 0.0 -0.2
H -1.254330 -0.847749 1.635780 -4.1 -0.9 0.1
H 0.319610 -1.594303 1.348449 -1.2 1.4 0.9
C -0.917306 1.387713 0.411054 -2.1 0.4 -1.3
H 0.108270 -0.409619 2.664816 -0.5 -0.1 0.6
H 1.069854 0.838313 1.065638 0.9 0.3 0.0
H 2.155988 -0.429966 -1.483999 -0.1 -1.3 0.7
H -0.151731 -1.002276 -1.075378 -1.1 -1.9 0.4
C 0.044732 -0.029730 -0.755924 1.4 1.9 0.2
C -1.183403 0.990699 -0.916776 0.8 0.2 1.5
C 1.329261 0.251786 -1.531533 -0.9 1.1 -2.8
C -0.283178 -0.645157 1.685601 5.7 -1.9 0.1
C 0.154190 0.401498 0.748299 -1.0 -0.4 -1.5
```
Forces are in eV/Å.

Values from the calculation:
total charge = 0
frontier orbital gap = 9.70 eV
HOMO energy = -9.10 eV
structure (SMILES) = C[C@@H]1c2c(c2=N)[C@H]1C
LUMO = 0.6 eV

Here are the Mulliken charges for atoms 1 to 5, given in e: number 1, N, carries -0.6855; number 2, H, carries 0.3450; number 3, H, carries 0.2659; number 4, H, carries 0.2949; number 5, C, carries 0.4703

# C7H9N

A cluster of 2 separate species, C7H9N in total (ωB97M-V/def2-TZVPD, the OMol25 dataset).

```
17
Properties=species:S:1:pos:R:3:forces:R:3
H -0.440056 -3.010247 0.928392 -0.8 0.6 1.2
C -1.138572 1.165339 1.091366 1.0 0.1 -0.4
H 0.498768 2.760093 -1.433924 -0.4 0.1 -0.2
C -0.277535 -1.934488 -0.993498 -0.5 1.0 4.9
H 1.785262 -0.319565 1.191389 -0.3 0.1 0.1
N -0.163699 0.362695 1.539173 0.5 0.0 -0.7
H -2.099523 1.142178 1.586393 0.0 -0.1 0.2
H 2.262248 1.226556 -0.647338 0.3 0.0 -0.3
C 1.282314 1.219194 -0.218829 -0.8 -0.4 0.9
H 0.235697 -3.917399 -0.441932 0.2 0.8 0.2
H 0.351485 -1.974599 -1.828942 0.1 -0.1 -1.7
C -0.134276 -2.937772 -0.070820 0.1 -0.1 -3.5
H -1.791034 2.649666 -0.320398 0.4 -0.1 0.1
C 1.013361 0.374641 0.859398 -0.7 0.4 0.4
C 0.260870 2.053649 -0.653953 0.6 0.2 0.4
C -0.950883 2.035938 0.014773 -0.7 -0.1 -0.3
H -0.694428 -0.895878 -0.601250 0.8 -2.4 -1.3
```
Forces are in eV/Å.

Values from the calculation:
total charge = 0
frontier orbital gap = 10.50 eV
HOMO energy = -9.49 eV
structure (SMILES) = c1ccncc1.C=C
LUMO = 1.0 eV

Here are the Mulliken charges for atoms 1 to 5, given in e: number 1, H, carries 0.3094; number 2, C, carries -0.2395; number 3, H, carries 0.3822; number 4, C, carries -0.3707; number 5, H, carries 0.3277

# C7H9N

The molecule C7H9N (ωB97M-V/def2-TZVPD, the OMol25 dataset).

```
17
Properties=species:S:1:pos:R:3:forces:R:3
N -0.148934 -1.860641 -0.891388 -2.2 -1.9 2.1
H 0.414531 -2.190391 -1.608541 1.7 0.2 -1.3
H -1.040062 1.245580 -2.579831 -0.1 0.8 1.0
C -0.218513 0.482193 -0.523629 1.4 0.3 -0.2
C 0.620598 -0.925001 1.308399 1.3 -2.2 -0.9
C 0.960992 0.177704 2.049560 -2.3 2.6 -1.4
H -0.018834 2.737705 -0.209721 0.0 -2.7 1.0
H -0.557068 -2.689238 -0.465277 0.2 0.4 0.2
C 0.114249 1.631300 0.222645 -1.1 1.5 -1.0
C 0.524119 1.455974 1.517222 1.4 -1.7 0.5
H -0.668392 -0.416432 -2.441921 -0.4 1.4 1.0
H 1.385517 0.282408 3.020060 0.2 -0.9 0.6
H 0.553841 2.277974 2.179379 0.5 1.0 0.5
H -1.956113 0.085414 -1.393779 0.0 0.8 -1.1
H 0.905742 -1.977008 1.644397 -0.4 1.5 -0.4
C 0.120068 -0.799977 -0.023277 0.1 1.7 0.7
C -0.991739 0.482436 -1.804297 -0.2 -2.9 -1.2
```
Forces are in eV/Å.

Values from the calculation:
total charge = 0
frontier orbital gap = 9.10 eV
HOMO energy = -8.07 eV
structure (SMILES) = Cc1ccccc1N
LUMO = 1.0 eV

Here are the Mulliken charges for atoms 1 to 5, given in e: number 1, N, carries -0.5006; number 2, H, carries 0.1876; number 3, H, carries 0.4158; number 4, C, carries 0.3993; number 5, C, carries -0.3059

# C7H9N

The molecule C7H9N (ωB97M-V/def2-TZVPD, the OMol25 dataset).

```
17
Properties=species:S:1:pos:R:3:forces:R:3
C -1.167901 0.068872 0.107316 -0.2 -1.3 3.8
C 1.465028 1.359297 -0.031343 -1.4 0.7 -0.1
H -2.994171 -0.186561 1.155871 -0.1 -0.1 -1.9
H -0.005586 -1.834349 -0.571094 0.0 3.2 0.5
H -1.036785 -0.064976 1.237151 0.9 0.0 -1.3
H 3.735362 -1.649344 1.113118 1.5 0.0 1.2
C 1.311694 2.584415 -0.061130 0.6 -4.8 0.2
H -0.157726 -0.466702 -1.692927 0.3 0.3 0.2
H -3.174978 0.222787 -0.625777 -1.1 0.4 -0.7
C -0.004719 -0.600098 -0.601895 -0.8 -3.0 -1.6
H -1.113051 1.130741 0.090027 0.1 0.9 -0.8
N 3.475249 -1.402244 0.197865 0.4 -1.0 -0.1
H -2.837583 -1.480008 -0.085650 0.4 1.3 -0.1
C -2.652026 -0.371675 0.070801 0.6 -1.5 1.7
H 1.387585 3.578565 -0.151805 0.2 3.0 -0.2
C 2.411368 -0.817754 0.041061 1.0 -1.5 -0.8
C 1.358245 -0.070966 -0.191581 -2.5 3.4 0.0
```
Forces are in eV/Å.

Values from the calculation:
total charge = 0
frontier orbital gap (spin up / spin down) = 5.77 / 8.31 eV
HOMO energy (spin up / spin down) = -4.84 / -10.59 eV
spin multiplicity = 3
LUMO (spin up / spin down) = 0.9 / -2.3 eV
⟨S²⟩ = 2.027

Here are the Mulliken charges for atoms 1 to 5, given in e: number 1, C, carries -0.4344; number 2, C, carries -0.2151; number 3, H, carries 0.2862; number 4, H, carries 0.2409; number 5, H, carries 0.2256

# C7H9N2

The ion C7H9N2 with charge +1 (ωB97M-V/def2-TZVPD, the OMol25 dataset).

```
18
Properties=species:S:1:pos:R:3:forces:R:3
H 0.369937 -1.857446 -0.209435 -0.4 -1.4 0.4
H 3.382038 2.098140 0.273928 0.3 0.6 -0.1
N 1.576740 1.146626 -0.037208 -1.4 1.6 1.0
C 0.000547 -0.893591 -0.000815 2.0 3.4 -0.8
C 2.333198 -1.020978 -0.057538 2.3 4.9 -0.5
C -3.488819 0.591431 -0.059004 -1.7 1.8 -0.2
C -1.388845 -0.705928 0.122510 0.9 -1.6 0.8
H -3.670189 1.053226 -1.047341 -0.1 0.2 0.2
H -1.843778 -1.646665 0.414077 -0.4 0.0 -0.5
H 2.307701 -2.044797 -0.237092 -0.3 -1.5 0.1
C 3.426863 -0.148164 -0.018898 -2.6 -1.2 1.5
H -4.063317 -0.301712 -0.079586 -0.5 -0.7 0.6
C 2.877424 1.180229 0.102831 -1.0 -2.0 -0.8
H -3.800172 1.390838 0.682380 0.1 -1.0 -0.7
H -1.491145 1.276339 -0.108531 0.6 1.4 -0.3
H 4.380271 -0.409626 0.337793 1.3 -0.4 -0.5
C -2.096931 0.422359 -0.003004 1.9 0.1 0.2
N 1.188484 -0.130289 -0.075067 -0.8 -4.2 -0.4
```
Forces are in eV/Å.

Values from the calculation:
total charge = +1
frontier orbital gap = 7.98 eV
HOMO energy = -14.15 eV
structure (SMILES) = C/C=C/C=[N+]1/C=CC=N1
LUMO = -6.2 eV

Here are the Mulliken charges for atoms 1 to 5, given in e: number 1, H, carries 0.2285; number 2, H, carries 0.4642; number 3, N, carries -0.8510; number 4, C, carries 0.4237; number 5, C, carries -0.1242

Energy above the lowest of the compared OMol25 structures with the same formula, charge and spin values, unit eV, following the record order: 2.570, 6.501, 1.915, 1.484, 1.734, 3.577.
Maximum force values, unit eV/Å, following the record order: 7.82, 6.02, 5.03, 3.80, 4.80, 5.43.
E values, unit eV, following the record order: -8892.587, -8888.655, -8893.241, -8893.672, -8887.027, -10374.947.